1.
{
  "formula": "Ca2H18NO12",
  "method": "wB97M-V/def2-TZVPD",
  "elements": ["Ca", "Ca", "N", "O", "O", "O", "O", "H", "H", "O", "H", "H", "O", "H", "H", "O", "H", "H", "O", "H", "H", "O", "H", "H", "O", "H", "H", "O", "H", "H", "O", "H", "H"],
  "coordinates": [[1.7765, 1.6051, 3.1317], [2.9961, -0.5393, -2.2366], [0.4335, 0.3385, 0.0274], [1.2457, 0.4577, -0.9636], [0.5147, 0.9454, 1.1213], [-0.5782, -0.3069, -0.2005], [0.1682, -3.4947, -0.9738], [0.8124, -4.1889, -1.1736], [0.5558, -2.9828, -0.2373], [1.1704, -2.4752, 1.4054], [1.2007, -3.2430, 2.0006], [1.3842, -1.7205, 1.9632], [-2.1542, -1.6982, -1.9982], [-1.6587, -1.0198, -1.5190], [-2.5706, -1.2377, -2.7385], [2.5343, 3.1568, 1.2590], [2.3689, 3.0674, 0.3098], [3.0128, 3.9992, 1.3520], [-0.5413, 1.3114, 3.6980], [-0.8333, 2.1210, 4.1543], [-1.3735, 0.8512, 3.4564], [-1.6871, 2.7991, -0.0439], [-2.3088, 3.0159, 0.6631], [-1.1238, 2.1177, 0.3222], [-2.2182, -0.7857, 2.0806], [-1.6225, -0.6994, 1.3122], [-1.7106, -1.2609, 2.7496], [-0.7524, 2.1289, -3.0247], [-0.1412, 1.5173, -2.6058], [-0.9450, 1.7508, -3.8931], [1.0447, -1.6863, -3.0675], [0.5430, -1.6589, -3.8982], [0.4578, -2.1852, -2.4327]],
  "mulliken_charge": [1.686, 1.633, 0.212, -0.440, -0.104, -0.264, -0.631, 0.341, 0.340, -0.602, 0.311, 0.206, -0.612, 0.395, 0.350, -0.514, 0.264, 0.316, -0.599, 0.364, 0.286, -0.560, 0.323, 0.229, -0.650, 0.361, 0.305, -0.551, 0.175, 0.321, -0.564, 0.315, 0.358],
  "total_energy_ha": -2322.62145,
  "total_charge": 3,
  "spin_multiplicity": 1
}

***

2.
{
  "formula": "C20H21F6N5O5S8SbZr",
  "method": "wB97M-V/def2-TZVPD",
  "elements": ["Zr", "N", "C", "C", "N", "H", "H", "H", "H", "H", "H", "H", "H", "S", "Sb", "S", "S", "S", "N", "C", "S", "C", "C", "C", "N", "C", "C", "H", "H", "H", "H", "H", "H", "C", "C", "O", "S", "C", "C", "C", "C", "C", "C", "C", "C", "H", "H", "H", "H", "H", "H", "H", "F", "C", "F", "F", "S", "O", "O", "N", "S", "O", "O", "C", "F", "F", "F"],
  "coordinates": [[0.0743, -0.2640, 0.1202], [1.3874, 1.7889, 0.6093], [1.1391, 2.5130, 1.8623], [-0.0930, 1.9322, 2.5328], [0.0543, 0.4650, 2.4466], [2.3640, 1.5413, 0.5027], [1.1162, 2.3076, -0.2180], [1.0071, 3.5837, 1.6954], [2.0132, 2.3777, 2.5014], [-0.9835, 2.2137, 1.9692], [-0.1918, 2.2797, 3.5627], [-0.6377, -0.0075, 3.0166], [0.9721, 0.2124, 2.8066], [-1.2897, -1.5861, -1.6258], [-0.0034, -0.4020, -3.4777], [-3.2903, -1.2683, -1.9345], [1.7235, -0.1358, -1.6155], [0.8680, -2.0473, -4.7351], [-6.4492, -2.8701, 0.5541], [-5.7713, -3.0110, 1.7004], [-6.2892, -3.8588, 3.0084], [-4.4609, -2.3074, 1.6537], [-3.2705, -3.0108, 1.8263], [-2.0875, -2.3596, 1.5692], [-2.0315, -1.0736, 1.1771], [-3.1728, -0.3953, 1.0565], [-4.4076, -0.9732, 1.3102], [-7.3203, -3.3626, 0.4454], [-5.9821, -2.4990, -0.2621], [-3.2805, -4.0535, 2.1083], [-1.1415, -2.8834, 1.6424], [-3.0934, 0.6245, 0.7122], [-5.3095, -0.3955, 1.1619], [-9.1821, 5.9171, -1.9636], [-7.9006, 5.1530, -1.7295], [-7.7130, 4.4535, -0.7738], [-6.6851, 5.4507, -3.0060], [-5.3229, 4.4881, -2.4145], [-5.2278, 3.1413, -2.7471], [-4.1626, 2.3862, -2.2910], [-3.1752, 2.9741, -1.4929], [-3.2720, 4.3305, -1.1740], [-4.3399, 5.0817, -1.6317], [-2.1031, 2.1604, -1.0070], [-1.2075, 1.4649, -0.5630], [-10.0214, 5.2373, -1.8241], [-9.2232, 6.3644, -2.9550], [-9.2518, 6.7036, -1.2114], [-5.9928, 2.6876, -3.3640], [-4.0700, 1.3335, -2.5343], [-2.5039, 4.7871, -0.5634], [-4.4173, 6.1320, -1.3817], [2.4169, -1.1720, 4.2639], [2.5354, -2.3068, 3.5455], [3.6683, -2.8953, 3.8849], [1.5089, -3.0810, 3.8561], [2.5450, -1.8259, 1.7304], [1.1044, -1.9789, 1.3990], [3.0114, -0.4664, 1.7350], [3.5154, -2.7431, 0.9739], [3.2461, -4.3274, 0.7967], [4.4373, -4.9307, 0.3028], [2.5825, -4.8760, 1.9448], [1.9990, -4.4429, -0.6008], [0.8166, -4.8036, -0.1033], [1.8733, -3.2892, -1.2237], [2.4017, -5.3746, -1.4566]],
  "mulliken_charge": [0.233, -0.333, -0.844, -0.483, -0.403, 0.337, 0.324, 0.407, 0.338, 0.294, 0.451, 0.314, 0.149, -0.285, 0.436, -0.431, -0.438, -0.645, -0.299, -0.366, -0.339, 0.670, -0.713, -0.727, 0.540, -0.138, -0.599, 0.212, 0.232, 0.474, 0.503, 0.109, 0.423, -1.052, 0.725, -0.533, -0.248, -0.022, -0.328, -0.434, -0.123, -0.635, -0.334, 0.509, 0.166, 0.296, 0.359, 0.273, 0.430, 0.342, 0.452, 0.417, -0.245, 0.556, -0.216, -0.200, 0.971, -0.104, -0.699, -0.593, 1.038, -0.663, -0.623, 0.675, -0.226, -0.099, -0.231],
  "total_energy_ha": -5496.94258,
  "total_charge": -1,
  "spin_multiplicity": 1
}

***

Ordered energy relative to the best compared isomer or geometry (same formula, charge and spin) results: 1.754, 2.378; unit eV.
Ordered HOMO level results: -18.055, -4.492; unit eV.